{"formula": "C2H4OS2", "method": "ωB97M-V with the def2-TZVPD basis set", "species": ["C", "C", "O", "S", "S", "H", "H", "H", "H"], "positions_angstrom": [[-0.582026, 1.303300, -0.365643], [-0.148621, -0.068021, -0.156775], [-0.433053, 0.732322, 0.909588], [-0.996250, -1.549462, -0.583132], [2.337309, -0.570110, -0.011969], [0.002373, 2.112901, -0.530091], [-1.690731, 1.420930, -0.772832], [-0.658902, -2.448371, 0.270095], [2.169902, -0.933485, 1.240757]], "forces_ev_per_angstrom": [[-4.2854, -1.6682, -1.4158], [3.0414, -0.8724, 1.2292], [-0.4291, -0.9291, 0.8530], [-0.9700, 1.5560, -2.0214], [-2.4968, 0.8350, -1.0888], [2.1444, 2.0301, -0.8739], [2.2251, -0.1924, 1.0741], [0.9636, -0.6174, 1.5313], [-0.1931, -0.1416, 0.7124]], "mulliken_charge": [-0.2321, 0.2072, -0.2597, -0.1798, -0.2584, 0.2695, 0.1913, 0.1405, 0.1213], "lumo_ev": [-0.8411, -0.8405], "de_lowest_kj_mol": 353.1}